No. 1
DFT (the ωB97M-V functional and the def2-TZVPD basis) results for a 7-piece molecular cluster, C54H70ClFN4O5P overall in a non-equilibrium geometry.

```
! RIJCOSX wB97M-V def2-TZVPD def2/J DEFGRID3
* xyz 1 1
C -1.13567 2.03254 0.61102
C -2.58214 1.80008 0.24924
O -3.43620 2.63081 0.46814
N -2.86277 0.55085 -0.28702
C -4.21466 0.33605 -0.79844
C -5.14987 -0.53392 0.09192
C -4.58385 -1.01877 1.43667
C -4.16611 -2.50672 1.44746
C -2.74264 -2.70602 0.87256
N -2.91720 -3.41086 -0.40084
C -1.72268 -3.83077 -1.11103
C -0.53576 -4.33539 -0.27965
P -0.59283 -6.25302 -0.43065
O -0.90337 -6.94299 1.02712
O 0.76223 -6.82360 -1.09973
N -0.38928 -3.61036 1.11794
C 0.51301 -4.33337 2.07418
C 1.95631 -4.74916 1.75151
O 2.63205 -4.92807 2.72815
N 2.41295 -4.98515 0.43892
C 3.41103 -6.08597 0.49059
C 3.07608 -3.79577 -0.16421
C 0.24713 -2.25781 0.92386
C 0.02344 -1.20800 1.98357
F -0.12991 -1.73658 -0.29687
C -1.82582 -3.60653 1.69594
C -1.96736 -3.62359 3.22598
C -1.98435 -2.33816 4.02321
O -2.76419 -1.45778 3.96557
Cl -0.65529 -2.26530 5.23313
H -0.97950 1.82919 1.67111
H -0.47054 1.37075 0.04947
H -0.84684 3.05546 0.38347
H -2.13897 0.21876 -0.90617
H -4.71193 1.27787 -1.01587
H -4.10517 -0.16658 -1.76254
H -5.45929 -1.40974 -0.48322
H -6.06126 0.03241 0.27702
H -5.38333 -0.93195 2.17524
H -3.77633 -0.39373 1.81084
H -4.29462 -2.85792 2.46657
H -4.87746 -3.04854 0.82516
H -2.33983 -1.70283 0.72054
H -3.51852 -2.86244 -1.00032
H -1.99322 -4.65595 -1.77260
H -1.35701 -3.03913 -1.77286
H 0.35532 -4.04045 -0.83201
H -0.13582 -7.07858 1.60736
H 1.52484 -7.01628 -0.53219
H -0.00614 -5.20559 2.46271
H 0.62472 -3.67832 2.93878
H 4.38415 -5.74739 0.84765
H 3.56253 -6.40430 -0.54416
H 3.04384 -6.93266 1.06685
H 2.37247 -3.24592 -0.79373
H 3.42686 -3.10228 0.60341
H 3.89829 -4.11555 -0.79496
H 1.32485 -2.38643 0.83418
H 0.64593 -0.36125 1.69183
H 0.38595 -1.53163 2.95516
H -1.00004 -0.84548 2.02680
H -2.18392 -4.60720 1.43133
H -2.95687 -4.05516 3.39933
H -1.30743 -4.31562 3.73680
C 2.92526 5.10246 1.58241
C 1.57972 4.76924 1.66053
C 0.61565 5.76695 1.70560
C 0.99715 7.10081 1.66183
C 2.34150 7.43519 1.57833
C 3.30577 6.43641 1.54274
H 3.67718 4.32422 1.55023
H 1.28322 3.72732 1.68644
H -0.43424 5.50810 1.77157
H 0.24649 7.88002 1.69081
H 2.63739 8.47572 1.54238
H 4.35411 6.69844 1.48241
C 2.37642 10.11344 4.30649
C 1.03157 9.77837 4.38594
C 0.06838 10.77682 4.42646
C 0.44956 12.11081 4.37953
C 1.79378 12.44580 4.29744
C 2.75769 11.44737 4.26433
H 3.12771 9.33415 4.27728
H 0.73431 8.73758 4.41605
H -0.97995 10.51581 4.49395
H -0.30154 12.88941 4.40727
H 2.09065 13.48584 4.26009
H 3.80626 11.70931 4.20520
C 3.18339 -9.05694 -2.83689
C 4.40335 -9.22696 -3.47704
C 5.43511 -9.89961 -2.83640
C 5.24641 -10.40853 -1.55855
C 4.02631 -10.24153 -0.91828
C 2.99662 -9.56344 -1.55722
H 2.37780 -8.53220 -3.33598
H 4.54912 -8.83743 -4.47602
H 6.38687 -10.02932 -3.33437
H 6.04968 -10.93733 -1.06277
H 3.87790 -10.64163 0.07669
H 2.04182 -9.43430 -1.05935
C -1.93414 6.99889 -3.57936
C -2.09507 5.88154 -2.77139
C -1.10352 5.53377 -1.86447
C 0.04635 6.30480 -1.75939
C 0.20464 7.42306 -2.56505
C -0.78357 7.76852 -3.47631
H -2.70653 7.27135 -4.28694
H -2.99478 5.28407 -2.84610
H -1.23167 4.66166 -1.23528
H 0.81715 6.03919 -1.04780
H 1.09873 8.02819 -2.48084
H -0.65704 8.63974 -4.10596
C 0.23814 13.46161 -2.21385
C -0.60972 13.80980 -3.25613
C -1.39602 12.84157 -3.86465
C -1.33899 11.52582 -3.42628
C -0.49264 11.17740 -2.38297
C 0.29780 12.14525 -1.77820
H 0.85237 14.21677 -1.74073
H -0.65802 14.83674 -3.59419
H -2.05407 13.11276 -4.68003
H -1.95668 10.77150 -3.89771
H -0.45019 10.15246 -2.03898
H 0.96018 11.87348 -0.96605
C 0.33204 -13.53956 -2.89424
C -1.02988 -13.76007 -2.74129
C -1.90595 -12.68517 -2.68488
C -1.42054 -11.38900 -2.78875
C -0.05886 -11.16931 -2.94450
C 0.81885 -12.24371 -2.99380
H 1.01455 -14.37834 -2.93634
H -1.40889 -14.77090 -2.66646
H -2.96717 -12.85772 -2.56142
H -2.10418 -10.55033 -2.74967
H 0.31926 -10.15777 -3.02803
H 1.88166 -12.07065 -3.11028
*
```

## Properties
HOMO level: -0.3766 Eh
strongest force on any atom: 3.3 eV/Å
E_tot: -3596.02025 Eh

***

No. 2
DFT (the ωB97M-V functional and the def2-TZVPD basis) results for C54H73F5N2NbO2S as an isolated structure in a non-equilibrium geometry.

```
! RIJCOSX wB97M-V def2-TZVPD def2/J DEFGRID3
* xyz -1 1
C -2.25189 -3.26507 -8.78690
C -2.34101 -4.21767 -7.53745
C -1.30685 -5.38848 -7.64335
C -0.71071 -5.76619 -6.25115
C -1.74876 -6.50615 -5.33476
C -2.03115 -5.75113 -3.98917
C -1.30799 -6.49110 -2.80327
C -1.04399 -5.48966 -1.64213
C -2.37208 -5.17817 -0.84785
C -2.12561 -5.10771 0.70216
C -1.68768 -3.65895 1.05373
C -1.61821 -3.41340 2.60403
C -2.80284 -2.50110 3.08385
C -2.42226 -0.99517 2.79871
C -2.44340 -0.10093 4.06325
C -1.63381 1.23409 4.01604
C -1.02228 1.69486 2.65919
C 0.43619 2.26599 2.97037
Nb 2.03570 0.64648 2.68538
S 3.09565 1.51179 4.83107
C 3.26522 2.16623 1.52703
C 4.55311 1.55419 1.01154
O 4.64975 1.14300 -0.11446
N 0.90071 -0.73674 3.89146
C 1.53568 -0.91042 4.94072
O 1.76647 -1.19100 6.01895
N 3.55944 -0.83972 2.59494
C 3.35821 -1.72908 1.69024
C 2.04099 -2.51538 1.45161
C 4.53127 -2.13092 0.74770
H -2.28948 -2.19846 -8.48857
H -1.33205 -3.44054 -9.37415
H -3.13900 -3.45001 -9.42853
H -3.36728 -4.62742 -7.47858
H -2.11927 -3.62176 -6.63070
H -1.75737 -6.27349 -8.14257
H -0.46383 -5.05168 -8.27940
H 0.20094 -6.38389 -6.39677
H -0.37496 -4.81345 -5.79173
H -1.33073 -7.49922 -5.07900
H -2.69253 -6.65134 -5.89546
H -1.65165 -4.70755 -4.00627
H -3.11349 -5.68787 -3.77205
H -0.40340 -7.03234 -3.13833
H -2.01811 -7.25563 -2.41583
H -0.69525 -4.52609 -2.06187
H -0.29869 -5.86724 -0.91352
H -3.13847 -5.95586 -1.05718
H -2.78342 -4.21705 -1.21339
H -3.04251 -5.39281 1.25414
H -1.34477 -5.85502 0.94084
H -0.70202 -3.49661 0.56811
H -2.39130 -2.90873 0.64177
H -1.63987 -4.37274 3.16710
H -0.64862 -2.94088 2.87119
H -3.08179 -2.68870 4.13509
H -3.64169 -2.74392 2.39362
H -1.38709 -1.02027 2.40452
H -3.11203 -0.54796 2.05249
H -3.49869 0.10562 4.35996
H -2.03838 -0.71567 4.89987
H -2.30128 2.04989 4.37646
H -0.82816 1.17474 4.77353
H -0.87133 0.92535 1.88822
H -1.59890 2.56665 2.28611
H 0.66547 3.11031 2.28357
H 0.51183 2.64758 4.00812
H 1.30946 0.13216 1.10627
H 2.85260 2.85260 4.75185
H 3.44316 3.08080 2.12766
H 2.70543 2.49642 0.62104
H 5.39876 1.47346 1.73914
H 1.33724 -1.99885 0.78035
H 1.61722 -2.78942 2.43163
H 2.30708 -3.47744 0.95281
H 4.78994 -3.18302 1.01121
H 5.40402 -1.51955 1.02886
H 4.25407 -2.04729 -0.31835
F -3.17555 2.59290 0.27393
C -4.25561 3.32038 0.59105
C -4.15896 4.69927 0.62286
C -5.28084 5.44904 0.94841
C -6.47973 4.81240 1.24793
C -6.55962 3.42542 1.21647
C -5.44199 2.67347 0.88035
H -3.21384 5.17571 0.39495
H -5.22015 6.53013 0.96981
H -7.35296 5.39951 1.50656
H -7.49104 2.93041 1.45376
H -5.48640 1.59297 0.84213
F -7.40112 0.72100 2.23638
C -7.74321 0.77284 3.53706
C -9.06647 0.97299 3.88096
C -9.41665 1.02142 5.22351
C -8.43991 0.87980 6.20137
C -7.11300 0.68407 5.83817
C -6.76141 0.62461 4.49736
H -9.81150 1.08908 3.10367
H -10.45116 1.17023 5.50691
H -8.71419 0.92211 7.24849
H -6.35100 0.57780 6.59999
H -5.73385 0.46442 4.19481
F 6.90545 7.31380 -3.18372
C 6.46903 6.15771 -2.63768
C 5.19271 5.71442 -2.92431
C 4.74573 4.52296 -2.36678
C 5.57576 3.79541 -1.52180
C 6.85510 4.25846 -1.24007
C 7.30869 5.44449 -1.80501
H 4.55575 6.29791 -3.57867
H 3.74955 4.16181 -2.59051
H 5.22500 2.86679 -1.08268
H 7.50141 3.69454 -0.57864
H 8.30600 5.81540 -1.60291
F 9.99840 -3.55314 3.34667
C 8.90514 -2.82426 3.65908
C 8.99729 -1.44634 3.68650
C 7.87032 -0.69779 4.00335
C 6.67250 -1.33583 4.29768
C 6.59732 -2.72186 4.27060
C 7.71911 -3.47317 3.94391
H 9.94225 -0.96742 3.46159
H 7.92672 0.38342 4.02087
H 5.79519 -0.75077 4.54777
H 5.66360 -3.21821 4.50399
H 7.67741 -4.55480 3.90910
F 0.98484 5.88023 -3.77028
C 1.25823 6.79674 -4.71222
C 1.08205 6.47288 -6.04482
C 1.36100 7.42332 -7.01744
C 1.82175 8.68102 -6.64899
C 1.99881 8.99161 -5.30713
C 1.71099 8.04725 -4.33182
H 0.72977 5.48508 -6.31350
H 1.21948 7.18250 -8.06361
H 2.04285 9.41963 -7.40998
H 2.36178 9.97037 -5.01948
H 1.83548 8.27550 -3.28080
*
```

## Properties
HOMO level: -0.1805 Eh
strongest force on any atom: 6.2 eV/Å
E_tot: -3315.83463 Eh